[1]
Density functional theory data (ωB97M-V/def2-TZVPD) for a structure of composition C5H8.

Calculated values
**Electronic energy**: -5308.833 eV
**Kohn-Sham gap**: 9.73 eV
**2S+1**: 1
**Largest force on an atom**: 4.913 eV Å⁻¹
**HOMO energy**: -9.06 eV

Atoms and positions in Å:
C1 1.3353 0.2441 0.0052
C2 0.1863 -0.1407 -0.2921
C3 2.6833 0.6685 0.3975
C4 -1.1125 -0.8325 -0.4455
C5 -2.2659 0.1201 -0.0954
H1 3.7252 -0.3126 -0.2140
H2 2.7171 0.5363 1.7936
H3 -2.2174 1.1380 -0.6315
H4 -1.2666 -1.7200 0.1383
H5 -1.0850 -1.3729 -1.4014
H6 2.8323 1.9832 0.0620
H7 -2.3622 0.1029 1.0692
H8 -3.1700 -0.4146 -0.3860

=====

[2]
Density functional theory data (ωB97M-V/def2-TZVPD) for the molecule C5H8.

Calculated values
**Electronic energy**: -5312.073 eV
**SMILES**: CC=C=CC
**Kohn-Sham gap**: 9.82 eV
**2S+1**: 1
**Largest force on an atom**: 0.816 eV Å⁻¹
**HOMO energy**: -8.90 eV

Atoms and positions in Å:
C1 -0.3299 -0.3205 0.7786
C2 -0.1962 0.9562 0.5411
C3 -1.0451 2.0780 0.0844
C4 0.7167 -1.8652 -0.7137
C5 0.3519 -1.4317 0.6793
H1 0.8702 1.1705 0.5155
H2 -0.0519 -1.5443 -1.4235
H3 1.6460 -1.3602 -1.0190
H4 0.8466 -1.8470 1.5472
H5 -0.6922 3.0067 0.5379
H6 0.8604 -2.9428 -0.7837
H7 -0.8633 2.1519 -0.9956
H8 -2.1132 1.9485 0.2513

=====

[3]
Density functional theory data (ωB97M-V/def2-TZVPD) for the molecule C5H8.

Calculated values
**Electronic energy**: -5313.012 eV
**SMILES**: C=C/C=C\C
**Kohn-Sham gap**: 9.59 eV
**2S+1**: 1
**Largest force on an atom**: 3.278 eV Å⁻¹
**HOMO energy**: -8.50 eV

Atoms and positions in Å:
C1 -0.2756 1.0776 0.0839
C2 -0.9116 -0.2474 0.1802
C3 -0.8269 2.2340 0.4830
C4 1.2546 -1.4300 -0.4306
C5 -0.1987 -1.3566 -0.1715
H1 1.7178 -1.1019 0.4457
H2 -1.8931 2.2666 0.7264
H3 -1.9650 -0.2833 0.4482
H4 1.7099 -0.6853 -1.1599
H5 -0.8683 -2.2566 -0.1457
H6 1.6157 -2.4470 -0.7558
H7 -0.1869 3.0979 0.4148
H8 0.8281 1.1319 -0.1188

=====

[4]
Density functional theory data (ωB97M-V/def2-TZVPD) for the molecule C5H8.

Calculated values
**Electronic energy**: -5310.026 eV
**Kohn-Sham gap (spin up / spin down)**: 7.33 / 7.33 eV
**2S+1**: 1
**Largest force on an atom**: 0.562 eV Å⁻¹
**HOMO energy (spin up / spin down)**: -8.02 / -8.02 eV

Atoms and positions in Å:
C1 1.0583 -0.9887 -1.3630
C2 0.5644 -0.6317 -0.0160
C3 -0.4388 1.1029 1.3194
C4 -0.6041 0.0238 0.2671
C5 -1.7515 -0.3054 -0.5096
H1 -2.6173 0.2121 -0.0314
H2 1.3142 -0.6511 0.7829
H3 0.2647 -1.2969 -2.0434
H4 1.9181 -1.6620 -1.3624
H5 0.4903 1.6412 1.0902
H6 -0.3680 0.7419 2.3507
H7 -1.2538 1.8243 1.2358
H8 1.4235 -0.0103 -1.7202

=====

[5]
Density functional theory data (ωB97M-V/def2-TZVPD) for the molecule C5H8.

Calculated values
**Electronic energy**: -5312.332 eV
**SMILES**: CC#CCC
**Kohn-Sham gap**: 10.25 eV
**2S+1**: 1
**Largest force on an atom**: 3.866 eV Å⁻¹
**HOMO energy**: -9.21 eV

Atoms and positions in Å:
C1 0.4673 -0.2368 -0.2738
C2 0.7796 -0.7580 1.1170
C3 0.1715 0.4071 -1.2845
C4 -0.2396 1.2299 -2.4128
C5 -0.5030 -0.7582 1.9365
H1 1.4163 -1.6976 1.0637
H2 -0.9232 0.2935 2.0214
H3 0.3539 0.7174 -3.2495
H4 -1.3759 1.1544 -2.5611
H5 -0.4330 -1.3314 2.9339
H6 0.1195 2.3259 -2.2503
H7 1.3821 0.0444 1.5634
H8 -1.2156 -1.3905 1.3961

=====

[6]
Density functional theory data (ωB97M-V/def2-TZVPD) for the molecule C5H8.

Calculated values
**Electronic energy**: -5312.571 eV
**SMILES**: C=CC(=C)C
**Kohn-Sham gap**: 10.38 eV
**2S+1**: 1
**Largest force on an atom**: 4.587 eV Å⁻¹
**HOMO energy**: -9.28 eV

Atoms and positions in Å:
C1 -0.6657 -0.1750 -1.5320
C2 -0.3560 0.2623 -0.0979
C3 1.5563 -0.6155 1.2982
C4 1.0779 0.0266 0.2909
C5 -1.2237 0.8811 0.6776
H1 -0.7708 -1.2987 -1.4814
H2 -0.0862 0.2463 -2.3685
H3 1.8842 0.4418 -0.3789
H4 -2.2141 0.8777 0.2701
H5 -1.7281 0.2805 -1.7722
H6 -0.9965 1.2798 1.6860
H7 2.5811 -0.8001 1.6516
H8 0.9416 -1.4071 1.7565

=====

[7]
Density functional theory data (ωB97M-V/def2-TZVPD) for the molecule C5H8.

Calculated values
**Electronic energy**: -5310.383 eV
**Kohn-Sham gap (spin up / spin down)**: 8.00 / 7.85 eV
**2S+1**: 1
**Largest force on an atom**: 0.871 eV Å⁻¹
**HOMO energy (spin up / spin down)**: -7.41 / -7.69 eV

Atoms and positions in Å:
C1 -0.7475 -0.7638 -0.3670
C2 0.5807 -0.1203 1.5916
C3 0.2167 1.2389 -0.5797
C4 -0.0599 0.0742 -1.4103
C5 -0.1943 -1.0132 0.8847
H1 -1.6934 -1.2356 -0.6397
H2 -0.3691 -2.0091 1.3059
H3 0.8263 -0.4038 -1.8428
H4 0.3139 0.9239 1.6428
H5 1.2910 -0.4745 2.3406
H6 -0.7736 0.2835 -2.2172
H7 -0.6081 1.8941 -0.3189
H8 1.2174 1.6058 -0.3899

=====

[8]
Density functional theory data (ωB97M-V/def2-TZVPD) for a structure of composition C5H8.

Calculated values
**Electronic energy**: -5311.047 eV
**Kohn-Sham gap**: 10.40 eV
**2S+1**: 1
**Largest force on an atom**: 4.487 eV Å⁻¹
**HOMO energy**: -9.22 eV

Atoms and positions in Å:
C1 0.4583 -1.2752 0.6097
C2 -1.1824 -0.3260 -0.2697
C3 0.7144 1.2378 0.0613
C4 -0.8324 -1.5778 0.5030
C5 0.3657 -0.1495 -0.3504
H1 1.3298 -1.6495 1.2314
H2 0.0444 1.5109 0.9647
H3 1.0136 -0.4469 -1.6402
H4 -1.3035 -2.2863 1.0190
H5 -1.8901 -0.3537 -1.1021
H6 0.6833 2.0099 -0.6622
H7 -1.5852 0.3376 0.4692
H8 1.6642 1.4123 0.4505

=====

[9]
Density functional theory data (ωB97M-V/def2-TZVPD) for the molecule C5H8.

Calculated values
**Electronic energy**: -5313.131 eV
**SMILES**: C[C@@H]1C=CC1
**Kohn-Sham gap**: 10.66 eV
**2S+1**: 1
**Largest force on an atom**: 0.198 eV Å⁻¹
**HOMO energy**: -9.39 eV

Atoms and positions in Å:
C1 1.2908 -0.3048 -0.2176
C2 0.6989 -1.4341 -0.6110
C3 -0.5083 1.5552 0.1258
C4 0.0710 0.2083 0.5277
C5 -0.6407 -1.0799 -0.0047
H1 2.2841 0.1108 -0.3699
H2 -1.4280 -0.8661 -0.7379
H3 -1.0428 -1.7592 0.7560
H4 1.0427 -2.3082 -1.1566
H5 -1.4939 1.7120 0.5795
H6 0.1978 0.1678 1.6177
H7 0.1447 2.3725 0.4539
H8 -0.6164 1.6257 -0.9628

=====

[10]
Density functional theory data (ωB97M-V/def2-TZVPD) for the molecule C5H8.

Calculated values
**Electronic energy**: -5312.022 eV
**SMILES**: C[C@H]1C=CC1
**Kohn-Sham gap**: 10.61 eV
**2S+1**: 1
**Largest force on an atom**: 5.379 eV Å⁻¹
**HOMO energy**: -9.34 eV

Atoms and positions in Å:
C1 -1.5958 -0.1187 0.3396
C2 -0.7489 1.0575 -0.1940
C3 1.5064 -0.2732 0.2580
C4 0.2718 -0.0409 -0.5649
C5 -0.7251 -1.0378 -0.0922
H1 0.5573 0.0758 -1.6229
H2 -0.3176 1.7765 0.5507
H3 -0.8723 -2.0373 -0.0685
H4 -1.1491 1.4835 -1.0026
H5 2.2815 -0.7780 -0.1799
H6 2.0790 0.6222 0.4945
H7 1.3307 -0.7811 1.2678
H8 -2.6180 0.0516 0.8143

=====

[11]
Density functional theory data (ωB97M-V/def2-TZVPD) for a structure of composition C5H8Br4Na6O3.

Calculated values
**Electronic energy**: -318089.824 eV
**Kohn-Sham gap**: 2.78 eV
**2S+1**: 1
**Largest force on an atom**: 1.832 eV Å⁻¹
**HOMO energy**: -18.18 eV
**Net charge**: +4

Atoms and positions in Å:
Br1 -2.5605 3.9134 40.0859
Br2 -5.7563 2.8545 36.1843
Br3 -4.7421 -0.1265 39.5001
Br4 -3.1919 4.6567 34.9205
Na1 1.3244 1.1475 37.1202
Na2 0.1850 -1.6606 38.0755
Na3 -3.1659 -1.7404 37.4068
Na4 -0.8984 -3.5302 35.7021
Na5 -1.1318 -1.1492 33.2859
Na6 0.8875 1.4334 33.3207
O1 -1.6325 -1.0848 35.6355
O2 -0.9333 0.4369 37.1177
O3 -0.7226 0.7889 34.8856
C1 -3.5755 2.8794 34.2125
C2 -3.9062 1.4688 40.3369
C3 -3.1587 2.2691 39.2949
C4 -1.1377 0.1124 35.8962
C5 -4.3368 1.9791 35.1780
H1 -4.1357 3.0292 33.2966
H2 -4.7472 2.0287 40.7356
H3 -2.5895 2.4485 34.0562
H4 -2.2753 1.7253 38.9611
H5 -3.6520 1.5500 35.9115
H6 -3.7940 2.4768 38.4358
H7 -4.8896 1.2309 34.6133
H8 -3.2809 1.0790 41.1307

=====

[12]
Density functional theory data (ωB97M-V/def2-TZVPD) for a cluster of 2 separate species, C5H8BrCl in total.

Calculated values
**Electronic energy**: -87875.878 eV
**Kohn-Sham gap**: 9.36 eV
**2S+1**: 1
**Largest force on an atom**: 3.853 eV Å⁻¹
**HOMO energy**: -8.88 eV

Atoms and positions in Å:
Br1 2.1751 0.4405 0.8079
Cl1 -2.3647 0.4422 1.1059
C1 0.1039 -1.4560 1.0986
C2 -0.9973 1.0975 0.3611
C3 0.7036 -0.6540 -1.3816
C4 0.6456 -0.4235 0.1441
C5 -0.9924 2.3109 -0.1560
H1 1.0648 0.2903 -1.9397
H2 0.8832 -2.1269 1.2517
H3 1.5381 -1.4205 -1.8109
H4 -0.6394 -2.0520 0.6548
H5 0.0694 -1.0561 2.1917
H6 -0.1257 2.6223 -0.6485
H7 -0.2664 -0.8897 -1.6999
H8 -1.7978 2.8750 0.0206

=====

[13]
Density functional theory data (ωB97M-V/def2-TZVPD) for a structure of composition C5H8BrN.

Calculated values
**Electronic energy**: -76844.403 eV
**Kohn-Sham gap**: 10.09 eV
**2S+1**: 1
**Largest force on an atom**: 7.176 eV Å⁻¹
**HOMO energy**: -9.38 eV

Atoms and positions in Å:
Br1 -1.7727 1.7630 2.0439
N1 -1.4769 2.3855 -0.7799
C1 -1.2775 1.6246 0.1072
C2 0.9461 -1.9998 0.8864
C3 0.6537 0.2701 -1.4653
C4 -0.1207 0.0841 -0.1582
C5 -0.0979 -0.8270 0.7809
H1 1.7097 -1.5571 1.6148
H2 0.4979 -3.0206 1.1168
H3 1.3445 -2.0461 -0.1660
H4 1.6425 0.1544 -1.0494
H5 0.3568 1.2473 -1.9291
H6 -1.9712 3.2657 -0.6329
H7 0.3500 -0.5939 -2.0934
H8 -0.7843 -0.7503 1.7242

=====

[14]
Density functional theory data (ωB97M-V/def2-TZVPD) for a cluster of 2 separate species, C5H8BrN2 in total.

Calculated values
**Electronic energy**: -78325.168 eV
**Kohn-Sham gap (spin up / spin down)**: 7.47 / 8.18 eV
**2S+1**: 1
**Largest force on an atom**: 3.541 eV Å⁻¹
**HOMO energy (spin up / spin down)**: -13.30 / -13.20 eV
**Net charge**: +1

Atoms and positions in Å:
Br1 -3.4278 -1.1019 -0.0820
N1 -0.8799 1.3822 -0.0451
N2 -3.9690 1.6606 0.5102
C1 -3.1731 0.7324 0.1971
C2 3.3652 -1.1031 -0.4009
C3 1.9230 -1.0461 0.0246
C4 -0.2155 0.3433 -0.0006
C5 1.2465 0.1552 -0.0768
H1 -3.6261 2.6367 0.7624
H2 -4.9777 1.4812 0.3830
H3 -0.5415 -0.6903 0.2358
H4 3.8620 -1.5633 0.5585
H5 3.5096 -1.6958 -1.2818
H6 3.6818 -0.0805 -0.5362
H7 1.4266 -2.1098 0.1717
H8 1.7961 0.9993 -0.4197

=====

[15]
Density functional theory data (ωB97M-V/def2-TZVPD) for the molecule C5H8BrNO.

Calculated values
**Electronic energy**: -78889.749 eV
**Kohn-Sham gap (spin up / spin down)**: 6.46 / 8.94 eV
**2S+1**: 3
**<S²>**: 2.01
**Largest force on an atom**: 3.264 eV Å⁻¹
**HOMO energy (spin up / spin down)**: -5.69 / -10.48 eV

Atoms and positions in Å:
Br1 3.7551 0.2833 -0.0227
O1 1.6315 -1.4036 -0.0565
N1 1.0445 0.8994 -0.2699
C1 0.1239 -1.2800 -0.1266
C2 -0.2249 0.1993 -0.0733
C3 -0.6562 0.4858 1.4050
C4 2.0416 -0.1670 -0.0553
C5 -1.1742 0.6145 -1.2180
H1 -1.3009 -0.3252 1.7565
H2 -0.9391 0.0339 -2.0531
H3 0.2556 0.4743 1.9970
H4 -0.1448 -1.6997 -1.1503
H5 -0.8963 1.5721 1.5714
H6 -0.9703 1.5987 -1.4645
H7 -2.2634 0.4984 -1.0081
H8 -0.2821 -1.7839 0.7682